Formula: C6H17NO
Source: the Open Molecules 2025 dataset
Level of theory: ωB97M-V/def2-TZVPD

Output
highest occupied orbital energy (alpha / beta): -15.304 / -15.094 eV
LUMO level (alpha / beta): -2.89 / -7.36 eV
Kohn-Sham gap (alpha / beta): 12.41 / 7.74 eV
M: 119.21 g mol⁻¹
⟨S²⟩: 0.7544
relative energy (zero: lowest compared OMol25 entry of this formula, charge and spin): 15.6 kcal/mol
DFT total energy: -10026.5446 eV

Structure (ORCA input):
```
! wB97M-V def2-TZVPD RIJCOSX def2/J DEFGRID3
* xyz 1 2
C 2.16978 -0.17968 0.64824
O 1.09926 -0.46661 -0.16983
C 2.45174 1.29760 0.82470
C 2.83097 2.01732 -0.46989
H 3.03732 -0.60136 0.09042
H 2.10185 -0.70140 1.60861
H 3.32072 1.33256 1.49298
H 1.67648 1.82858 1.37950
H 3.10703 3.05177 -0.29332
H 1.98655 1.99420 -1.16472
H 3.61855 1.48240 -1.00460
C -1.89610 -1.57965 -0.26693
C -1.97453 -0.05584 -0.29049
C -3.31550 0.43671 -0.79157
N -0.74413 -2.08955 0.53380
H -2.81103 -1.96759 0.18375
H -1.75387 -1.97583 -1.27067
H -1.18060 0.33982 -0.92558
H -1.73271 0.29486 0.72399
H -3.43331 0.26854 -1.86505
H -4.16675 -0.02994 -0.29703
H -3.42709 1.51586 -0.68835
H 0.21932 -1.26473 0.26924
H -0.85582 -2.00023 1.53648
H -0.32812 -2.94779 0.20633
*
```

Formula: C6H17NO3
Source: the Open Molecules 2025 dataset
Level of theory: ωB97M-V/def2-TZVPD

Output
highest occupied orbital energy (alpha / beta): 0.337 / -5.869 eV
LUMO level (alpha / beta): 3.35 / 3.27 eV
Kohn-Sham gap (alpha / beta): 3.01 / 9.14 eV
M: 151.21 g mol⁻¹
⟨S²⟩: 0.7507
relative energy (zero: lowest compared OMol25 entry of this formula, charge and spin): 59.1 kcal/mol
DFT total energy: -14127.2369 eV

Structure (ORCA input):
```
! wB97M-V def2-TZVPD RIJCOSX def2/J DEFGRID3
* xyz -1 2
C 1.99250 -0.34742 -1.82541
N 2.08639 0.90374 -1.02464
C 2.73919 0.76338 0.27160
C -0.64095 -1.85708 1.27355
C 0.22425 -1.49709 2.23420
C 1.14107 -0.39882 1.89181
C 2.17419 -0.44431 1.05905
H 2.89239 -0.89722 -1.59662
H 1.77579 -0.00616 -2.84528
H 1.04713 -0.81965 -1.58903
H 1.20126 1.36213 -0.85405
H 2.56646 1.63919 0.89356
H 3.78848 0.56324 0.03410
H -0.45427 -1.35993 0.31911
H -1.56515 -2.41507 1.26789
H 0.06401 -2.05208 3.15378
H 0.77163 0.57209 2.21202
H 2.56442 -1.41310 0.75817
H -3.47698 -0.52162 -0.34782
H -2.52389 -1.60278 -0.32137
O -3.27717 -1.35943 -0.83284
H -1.50948 2.69142 -1.49036
H -1.38923 1.33591 -2.20410
O -1.75279 2.23400 -2.30608
H -2.71566 1.88194 -0.08794
H -2.98598 1.26846 1.26644
O -2.47057 1.10944 0.43729
*
```

Formula: C6H17NO5
Source: the Open Molecules 2025 dataset
Level of theory: ωB97M-V/def2-TZVPD

Output
SMILES string: C=Cc1ccc[nH]1.O.O.O.O.O
highest occupied orbital energy: -7.645 eV
LUMO level: 0.04 eV
Kohn-Sham gap: 7.69 eV
M: 183.20 g mol⁻¹
relative energy (zero: lowest compared OMol25 entry of this formula, charge and spin): 57.8 kcal/mol
DFT total energy: -18221.8632 eV

Structure (ORCA input):
```
! wB97M-V def2-TZVPD RIJCOSX def2/J DEFGRID3
* xyz 0 1
C 2.84644 1.14338 -1.53674
C 1.84538 2.05117 -1.11124
N 1.09781 1.46850 -0.16490
C 1.74384 0.25499 0.23818
C 2.84689 0.02011 -0.69030
C 1.27138 -0.11831 2.66190
C 1.51165 -0.63077 1.40436
H 3.47799 1.45190 -2.22302
H 1.67831 2.97902 -1.69674
H 0.19091 1.96422 0.28826
H 3.32880 -0.83856 -0.73992
H 1.17295 0.93774 2.72438
H 1.10961 -0.62221 3.62521
H 1.60970 -1.71951 1.04226
H -0.69781 -2.64796 -0.62035
H -0.95434 -3.21386 0.55989
O -0.98802 -3.41835 -0.31806
H -3.34093 0.40092 0.52982
H -2.68145 0.13163 1.95084
O -3.07481 0.93970 1.37999
H -1.52216 2.85814 0.03593
H -1.67955 2.53082 1.51567
O -1.03984 2.98876 0.96137
H -3.11352 -2.75482 -0.42428
H -3.34091 -2.30008 0.90048
O -3.25990 -1.93235 0.10390
H -0.16714 -0.16706 -2.95836
H 0.54272 -0.98099 -3.72307
O -0.41402 -0.77617 -3.71545
*
```

Formula: C6H17P3
Source: the Open Molecules 2025 dataset
Level of theory: ωB97M-V/def2-TZVPD

Output
highest occupied orbital energy: -18.468 eV
LUMO level: -7.63 eV
Kohn-Sham gap: 10.84 eV
M: 182.12 g mol⁻¹
DFT total energy: -34347.2703 eV

Structure (ORCA input):
```
! wB97M-V def2-TZVPD RIJCOSX def2/J DEFGRID3
* xyz 2 1
C 0.71475 -0.65148 1.21103
C 1.28970 -0.96905 -0.13431
C -1.49249 0.93337 2.38442
C 0.89444 2.33005 1.59504
C 0.98758 -0.42382 -2.85197
C -1.23856 -2.13290 -1.68623
P -0.89633 1.17314 -0.85053
P -0.18448 0.98666 1.19500
P -0.02048 -0.82243 -1.44627
H 0.02804 -1.58732 1.52378
H 1.51003 -0.55768 2.00868
H 1.82697 -0.19859 -0.52593
H 1.78329 -1.90788 -0.14619
H -2.14400 1.79165 2.36881
H -1.04312 0.96542 3.35475
H -2.25665 0.16040 2.03321
H 0.56913 2.76370 2.55007
H 0.79421 3.15732 0.98720
H 2.00592 2.19725 1.56659
H 0.31462 -0.57581 -3.81187
H 1.79572 -1.04440 -2.86240
H 1.29200 0.62638 -2.76627
H -0.69717 -3.02792 -1.75177
H -1.74756 -1.87994 -2.54407
H -1.91738 -2.05427 -0.81961
H -2.16819 0.74813 -0.58115
*
```

Formula: C6H18Al2FN3OP
Source: the Open Molecules 2025 dataset
Level of theory: ωB97M-V/def2-TZVPD

Output
highest occupied orbital energy: -25.155 eV
LUMO level: -22.94 eV
Kohn-Sham gap: 2.21 eV
M: 252.17 g mol⁻¹
relative energy (zero: lowest compared OMol25 entry of this formula, charge and spin): 0.0 kcal/mol
DFT total energy: -38158.7501 eV

Structure (ORCA input):
```
! wB97M-V def2-TZVPD RIJCOSX def2/J DEFGRID3
* xyz 5 1
Al -3.17868 6.26052 -4.69773
Al -1.45968 1.00982 -4.48167
F -1.84063 3.80479 -4.03896
O -0.38611 0.19328 -1.69433
P 0.04212 -0.13446 -0.31570
N -1.19318 -0.64298 0.74103
C -1.08026 -0.77250 2.20070
C -2.34276 -1.25509 0.13940
N 0.74309 1.21022 0.45398
C 0.09046 2.46900 0.23349
C 1.55299 1.08893 1.66500
N 1.13056 -1.42054 -0.26170
C 0.71723 -2.80960 -0.33204
C 2.52309 -1.17877 -0.59695
H -0.09421 -1.17885 2.43542
H -1.83365 -1.47145 2.56733
H -1.22415 0.19763 2.70504
H -2.41982 -2.33953 0.37343
H -2.34445 -1.16089 -0.94101
H -3.28071 -0.89351 0.59862
H 0.72787 3.32248 0.50201
H -0.06695 2.69923 -0.82593
H -0.86391 2.61961 0.76583
H 1.74552 0.04419 1.90973
H 2.55879 1.50044 1.45788
H 1.07600 1.59951 2.51073
H 0.72649 -3.13488 -1.39040
H 1.45494 -3.45513 0.17299
H -0.23654 -3.01064 0.14625
H 2.74701 -1.31747 -1.66928
H 3.22506 -1.71067 0.05815
H 2.78445 -0.13267 -0.39129
*
```

Formula: C6H18AlFN3OP
Source: the Open Molecules 2025 dataset
Level of theory: ωB97M-V/def2-TZVPD

Output
highest occupied orbital energy: -16.404 eV
LUMO level: -12.64 eV
Kohn-Sham gap: 3.77 eV
M: 225.18 g mol⁻¹
relative energy (zero: lowest compared OMol25 entry of this formula, charge and spin): 4.1 kcal/mol
DFT total energy: -31613.8732 eV

Structure (ORCA input):
```
! wB97M-V def2-TZVPD RIJCOSX def2/J DEFGRID3
* xyz 2 1
Al -4.09077 -1.35619 2.10261
F -1.45749 -1.80286 2.88870
O -1.96803 -0.25737 0.45680
P -0.57374 -0.09081 0.01122
N -0.50172 1.09569 -1.26327
C -1.72939 1.22735 -2.06132
C 0.36946 2.31127 -1.24390
N 0.17097 -1.45013 -0.60406
C 0.43464 -2.54753 0.32672
C 0.79350 -1.42531 -1.91293
N 0.48552 0.53830 1.17804
C 1.91817 0.22419 1.24467
C -0.04946 0.92435 2.48655
H -2.43620 0.41691 -1.91727
H -1.41602 1.31465 -3.10835
H -2.24510 2.18437 -1.93567
H 0.11311 2.90394 -0.36657
H 0.11224 2.86124 -2.14564
H 1.41372 2.00424 -1.25283
H 0.47117 -2.25772 1.37835
H -0.39406 -3.22582 0.09984
H 1.37955 -3.08215 0.20896
H 1.60694 -2.14418 -1.99064
H 0.03484 -1.51068 -2.69020
H 1.31867 -0.46344 -2.01535
H 2.04292 -0.69128 1.82937
H 2.31631 0.09068 0.23812
H 2.41929 1.08534 1.68543
H 0.66230 0.71414 3.28140
H -1.00146 0.39758 2.60934
H -0.19988 2.01121 2.48186
*
```

Formula: C6H18BrO8P2
Source: the Open Molecules 2025 dataset
Level of theory: ωB97M-V/def2-TZVPD

Output
highest occupied orbital energy: -3.963 eV
LUMO level: 3.11 eV
Kohn-Sham gap: 7.07 eV
M: 360.05 g mol⁻¹
relative energy (zero: lowest compared OMol25 entry of this formula, charge and spin): 38.0 kcal/mol
DFT total energy: -111518.9245 eV

Structure (ORCA input):
```
! wB97M-V def2-TZVPD RIJCOSX def2/J DEFGRID3
* xyz -1 1
Br 9.36102 -2.85955 -17.12435
C 9.35882 -5.62616 -16.29914
O 8.43011 -6.33825 -15.46941
P 7.34059 -5.49420 -14.59651
O 7.61477 -4.11526 -14.19069
O 6.02829 -5.59072 -15.53222
C 5.93505 -4.81779 -16.76232
O 7.03813 -6.57878 -13.42602
C 6.69133 -7.85281 -13.72261
H 10.37341 -5.80505 -15.94319
H 9.14423 -4.55752 -16.29198
H 9.28237 -5.99889 -17.32058
H 6.83661 -4.22114 -16.90118
H 5.12147 -4.09782 -16.85088
H 5.84958 -5.49546 -17.61177
H 7.09940 -8.36991 -12.85417
H 7.11125 -8.30677 -14.62021
H 5.60952 -7.96571 -13.65153
C 11.27050 -0.85198 -15.74761
O 11.21372 0.51347 -16.05109
P 9.78682 1.20436 -15.74290
O 9.33915 0.97836 -14.29359
O 9.98943 2.77201 -16.18902
C 11.02416 3.53033 -15.63246
O 8.89815 0.76757 -16.96140
C 8.05227 -0.38770 -16.99881
H 12.06250 -1.03822 -15.02224
H 11.49324 -1.41084 -16.65655
H 10.44892 -1.35308 -15.23574
H 11.59235 3.98006 -16.44671
H 11.76249 3.03949 -14.99839
H 10.57273 4.31092 -15.02011
H 8.27862 -1.09989 -16.20530
H 8.22058 -1.04164 -17.85446
H 6.98264 -0.17905 -17.02008
*
```

Formula: C6H18ClN3Si
Source: the Open Molecules 2025 dataset
Level of theory: ωB97M-V/def2-TZVPD

Output
SMILES string: CCN[Si](Cl)(N(C)C)N(C)C
highest occupied orbital energy: -8.727 eV
LUMO level: 0.64 eV
Kohn-Sham gap: 9.37 eV
M: 195.77 g mol⁻¹
relative energy (zero: lowest compared OMol25 entry of this formula, charge and spin): 23.5 kcal/mol
DFT total energy: -31385.0830 eV

Structure (ORCA input):
```
! wB97M-V def2-TZVPD RIJCOSX def2/J DEFGRID3
* xyz 0 1
C -2.79302 1.52646 1.52340
C -0.09469 -2.58406 -0.94728
C 0.71817 -0.93215 -2.47762
C 2.62460 -0.20236 0.56917
C 1.87789 2.05986 0.62943
C -2.59918 0.10928 1.02302
N -1.26845 -0.35751 1.04814
N 0.16422 -1.18921 -1.27244
N 1.47261 0.70537 0.41022
Si -0.01937 0.04952 -0.10039
Cl -1.18771 1.82431 -1.59746
H -2.06398 1.74608 2.24439
H -2.74354 2.15596 0.66513
H -3.83213 1.49240 2.00313
H -0.70955 -2.66067 -0.08069
H -0.51741 -3.21178 -1.84897
H 0.83079 -3.10334 -0.82196
H 0.74237 0.19700 -2.53497
H 1.73911 -1.34646 -2.53893
H 0.20278 -1.14261 -3.39077
H 3.47352 0.29304 0.95821
H 2.33018 -0.90164 1.30706
H 2.88736 -0.66455 -0.40306
H 0.98108 2.57551 1.04858
H 2.75438 1.93765 1.21872
H 2.14868 2.64709 -0.30516
H -3.16982 -0.58600 1.53388
H -2.89726 0.10114 0.03093
H -1.05166 -0.53835 2.10623
*
```